116
Properties=species:S:1:pos:R:3:mulliken_charge:R:1 method="wB97M-V/def2-TZVPD" lumo_ev=0.3 total_energy_ev=-60769.6190 max_force_ev_per_a=3.3 total_charge=0 e_above_lowest_ev=3.3660 gap_ev=9.056
H 0.63346 0.55655 3.49825 0.353
N -0.18356 -0.04863 3.67598 -0.661
C -0.52955 -0.53140 2.54699 -0.402
C 0.21355 -0.17733 1.20769 -1.518
C -0.26149 1.22123 0.58546 1.656
C -1.77613 0.92589 0.23073 -0.751
C -2.81963 1.45153 1.28748 -0.778
C -3.36134 2.90380 1.01961 0.356
C -4.80190 3.00966 1.70002 -0.626
C -5.74356 4.05777 0.98382 -0.241
N -5.69481 5.41109 1.60584 -0.644
O -0.16308 2.12972 1.70316 -0.390
C 0.58727 3.25458 1.37653 0.409
O 0.74380 4.25772 1.97729 -0.578
O 1.17784 2.95739 0.16278 -0.289
C 0.70952 1.77545 -0.53826 1.482
C 2.07276 0.99358 -0.78505 -1.511
C 3.19036 1.26677 0.29420 -1.049
C 4.19985 2.38957 -0.19564 -0.260
C 5.26120 2.79329 0.89814 -0.926
C 5.01142 4.25489 1.44102 -0.464
O 4.93168 5.21631 0.38087 -0.323
C 5.11682 6.51628 0.99279 -0.723
C 0.12895 2.09521 -1.96492 -0.867
C -0.72750 3.39050 -2.05547 0.092
C -2.16005 3.33908 -2.39918 -0.588
C -2.98262 4.53460 -2.45284 -0.521
C -2.41675 5.84606 -2.16817 1.013
C -3.31164 7.13182 -2.18004 -1.399
C -0.99726 5.94564 -1.87016 -0.767
C -0.19783 4.73939 -1.82188 -0.061
H -1.43550 -1.21490 2.44891 0.369
H 1.31061 -0.18440 1.45004 0.468
H 0.07104 -1.00739 0.45860 0.466
H -2.10726 1.28110 -0.77337 -0.268
H -1.88532 -0.19550 0.20931 0.513
H -2.47281 1.40756 2.34884 0.231
H -3.70903 0.75808 1.22824 0.364
H -2.75637 3.71301 1.50881 0.233
H -3.47091 3.16218 -0.06095 -0.427
H -4.71582 3.30884 2.78291 0.273
H -5.34978 2.02954 1.69157 0.329
H -5.49610 4.06793 -0.11193 0.190
H -6.80776 3.69314 1.09624 0.298
H -6.37623 5.44896 2.36290 0.229
H -5.97982 6.06835 0.87668 0.228
H 1.92172 -0.12562 -0.80698 0.076
H 2.53552 1.23258 -1.78341 0.565
H 3.81492 0.32429 0.34338 0.497
H 2.81603 1.43597 1.33277 0.598
H 4.70481 2.00054 -1.11764 0.250
H 3.61164 3.29993 -0.47942 0.217
H 6.26818 2.80356 0.39544 0.322
H 5.27851 2.05227 1.73436 0.348
H 5.89060 4.55905 2.08220 0.449
H 4.07184 4.22594 2.06216 0.232
H 4.58715 6.49725 1.98640 0.318
H 6.22635 6.66278 1.12648 0.273
H 4.67088 7.28464 0.31643 0.234
H -0.47352 1.19237 -2.27447 0.339
H 0.92330 2.18845 -2.75598 0.561
H -2.56896 2.31667 -2.60125 0.237
H -4.06867 4.41605 -2.69134 0.328
H -3.23662 7.59262 -1.15490 0.327
H -2.90449 7.83787 -2.94127 0.359
H -4.37209 6.83234 -2.34940 0.301
H -0.48254 6.90917 -1.66895 0.357
H 0.89358 4.79493 -1.57790 0.258
C 2.61958 -4.24219 -4.52973 -0.664
O 3.88278 -4.73528 -4.11715 -0.341
C 4.97780 -3.99826 -4.66023 -0.772
C 5.71737 -3.25630 -3.55506 -0.244
N 4.90917 -2.15494 -3.03550 -0.246
C 5.45532 -1.55201 -1.81792 -0.169
C 5.50229 -2.42440 -0.56042 -0.752
O 4.22106 -2.76435 -0.04957 -0.386
C 3.64291 -3.92857 -0.61710 -0.554
H 1.85562 -4.92997 -4.16561 0.240
H 2.42527 -3.25026 -4.11043 0.251
H 2.55445 -4.20421 -5.62084 0.346
H 4.66014 -3.31746 -5.45588 0.404
H 5.65968 -4.73123 -5.10241 0.396
H 6.65358 -2.85725 -3.95505 0.367
H 5.95660 -3.98200 -2.76853 0.206
H 3.98006 -2.50050 -2.82619 -0.006
H 4.83015 -0.68108 -1.59659 -0.171
H 6.45950 -1.17102 -2.03125 0.487
H 5.98499 -1.83153 0.22299 0.427
H 6.12476 -3.31682 -0.68773 0.451
H 4.39467 -4.66557 -0.91073 0.313
H 3.01540 -3.66557 -1.47235 0.141
H 2.99322 -4.38147 0.13454 0.294
C -3.91762 -2.72584 1.97477 -0.916
O -2.86210 -3.65994 2.12737 -0.292
C -2.80936 -4.23913 3.43230 -0.841
C -3.14290 -5.72343 3.36695 -0.270
N -4.55749 -5.92741 3.06109 -0.327
C -4.89403 -7.31827 2.75002 -0.682
C -4.28725 -7.92415 1.48071 -0.479
O -4.76478 -7.33879 0.27846 -0.423
C -4.05339 -6.18888 -0.14703 -0.533
H -3.80997 -2.25233 0.99734 0.236
H -4.89297 -3.21913 2.01756 0.406
H -3.85949 -1.94684 2.74108 0.431
H -3.45708 -3.71414 4.14074 0.409
H -1.77798 -4.13015 3.78148 0.407
H -2.91375 -6.18511 4.33126 0.412
H -2.49961 -6.17641 2.60284 0.192
H -4.80571 -5.35716 2.26146 0.065
H -5.98270 -7.35883 2.65171 0.370
H -4.63318 -7.94592 3.60854 0.402
H -4.60143 -8.97178 1.44416 0.348
H -3.19187 -7.93963 1.50187 0.344
H -2.99741 -6.22547 0.13340 0.268
H -4.51963 -5.28314 0.24841 0.170
H -4.11804 -6.13777 -1.23582 0.321